This record from the OMol25 dataset describes C18H25Br4F2NO6 as an isolated structure in a non-equilibrium geometry. The level of theory is ωB97M-V/def2-TZVPD.

Calculated values
- E_LUMO: -2.601 eV
- Multiplicity: 1
- DFT total energy: -11702.46797 hartree
- HOMO level: -6.34 eV

XYZ file:
```
56
Properties=species:S:1:pos:R:3:forces:R:3:lowdin_charge:R:1
C -2.49295 -0.80943 -1.24268 0.142 0.346 0.531 -0.105
C -1.91671 -0.93859 0.32212 -0.948 0.492 -0.419 -0.280
C -1.53918 -2.48120 0.72781 0.573 1.065 -2.009 -0.521
Br -3.04005 -3.13119 1.93215 1.276 0.423 -0.878 0.707
C -0.04694 -2.68746 1.37331 -1.399 -1.015 4.815 -0.381
O -0.26865 -3.85657 2.28804 1.059 1.346 -0.522 -0.137
C 0.60507 -1.53930 2.34450 1.541 0.307 1.365 -0.072
C 1.93167 -0.89710 1.55545 -1.925 -0.105 1.550 -0.184
C 1.65606 0.71251 1.70372 0.355 0.321 -1.581 -0.148
C 2.03623 1.34976 3.16655 -0.672 0.255 0.094 -0.130
F 3.45133 1.14182 3.58466 -3.116 0.393 -1.194 -0.129
C 1.70304 -1.64184 0.11288 0.169 3.504 -1.280 -0.210
C 2.87394 -1.60124 -1.03525 -0.251 -0.823 -0.463 -0.087
C 2.65503 -0.28979 -1.99802 4.062 4.334 -1.092 -0.138
O 3.58660 0.65319 -2.26184 -5.693 -6.239 1.944 -0.071
N 1.12838 -3.01970 0.45323 0.934 0.842 0.096 0.160
H -3.66103 -0.56868 -1.20394 2.708 -0.647 -0.309 0.098
H -2.28058 -1.80024 -1.83170 -0.572 1.958 1.036 0.076
H -1.91098 0.08196 -1.77029 -1.424 -1.943 1.059 0.076
H -1.03918 -0.16941 0.40674 -1.519 -1.718 0.108 0.066
H -2.79212 -0.58924 1.04940 2.151 -0.653 -1.533 0.093
H -1.60757 -3.14736 -0.24125 0.112 1.169 2.040 0.115
H -0.42706 -3.52517 3.22170 0.330 -0.357 -1.834 0.105
H -0.12446 -0.74494 2.85000 1.281 -1.697 -1.822 0.146
H 1.14112 -1.97655 3.31717 -1.629 0.036 -2.140 0.145
H 2.91769 -1.16605 2.17065 -2.043 0.370 -1.800 0.171
H 2.19378 1.25836 0.78948 -0.884 -0.845 2.294 0.139
H 0.49188 0.91141 1.52927 2.539 -0.330 0.481 0.106
H 1.34259 0.90994 4.02785 1.718 0.658 -1.846 0.130
H 1.77452 2.51063 3.12135 1.060 -2.496 0.090 0.139
H 0.80457 -1.05944 -0.35959 1.468 -1.086 0.798 0.150
H 2.69244 -2.55868 -1.72471 0.557 1.944 1.153 0.094
H 3.97209 -1.70714 -0.62443 -2.302 0.494 -0.816 0.150
H 1.60105 -0.11552 -2.52747 1.994 -0.706 1.198 0.141
H 0.93332 -3.57546 -0.42020 0.194 0.375 1.086 0.213
H 1.93907 -3.43416 0.99857 -1.529 -0.388 -0.585 0.221
C -2.78680 3.28912 1.25838 0.397 -0.280 -0.325 0.074
C -3.74753 4.20786 1.37511 -0.732 -0.095 2.015 -0.202
C -4.13684 5.07049 0.22535 -0.618 0.912 -0.662 -0.300
O -5.03632 5.89296 0.35756 0.713 -0.780 0.226 0.119
C -3.40928 4.89946 -1.04193 -0.253 0.138 0.225 0.085
C -2.44623 3.98304 -1.15743 0.622 0.178 -1.791 -0.204
C -2.07619 3.10201 -0.01594 0.201 -0.462 0.674 -0.299
O -1.19937 2.25634 -0.15805 -0.318 0.419 -0.174 0.064
O -1.75658 3.81884 -2.34470 -0.479 -0.427 1.931 0.085
O -4.41805 4.39130 2.57046 0.574 0.260 -2.066 0.088
H -2.49529 2.65385 2.08529 -0.035 0.040 -0.035 0.134
H -3.69002 5.54503 -1.86422 0.012 -0.040 0.047 0.142
H -1.11399 3.09574 -2.17526 -0.249 0.355 -0.128 0.113
H -5.06468 5.11020 2.39919 0.222 -0.262 0.074 0.120
C 3.76500 -2.36116 -4.96526 0.783 0.447 0.408 -1.603
Br 4.41461 -2.57726 -6.78614 -0.253 0.008 0.351 0.545
Br 1.97258 -3.08450 -4.74560 0.191 0.076 0.002 0.523
Br 5.00722 -3.09664 -3.66142 -0.694 0.120 -0.601 0.624
H 3.70106 -1.28485 -4.77423 -0.088 -0.459 -0.226 -0.044
F 4.23265 -5.40994 -2.38641 -0.313 0.271 0.443 -0.915
```
Forces are in eV/Å.

---

This record from the OMol25 dataset describes one molecule with the formula ClH5N3P in a non-equilibrium geometry. The level of theory is ωB97M-V/def2-TZVPD.

Calculated values
- E_LUMO: 0.463 eV
- Multiplicity: 1
- DFT total energy: -968.80935 hartree
- Energy relative to the best compared isomer or geometry (same formula, charge and spin): 1.024 eV
- HOMO level: -9.29 eV
- SMILES: N=P(N)(N)Cl

XYZ file:
```
10
Properties=species:S:1:pos:R:3:forces:R:3:lowdin_charge:R:1
N -1.31550 -1.25649 -0.06964 0.513 1.360 -0.568 -0.215
P -0.48632 0.00026 0.20854 2.623 -1.537 0.495 0.239
N -0.56798 0.91926 -1.12560 1.433 0.846 3.483 -0.113
N 1.66462 -0.01043 0.63215 -2.636 -0.777 -0.422 -0.162
Cl -0.94641 1.26494 1.73936 0.124 -0.233 -0.047 0.264
H -1.47878 -2.03752 0.49463 -0.128 -0.952 1.015 -0.043
H -0.97420 0.59784 -1.92645 -0.877 -0.768 -2.448 0.025
H 0.10828 1.63966 -1.02613 0.268 0.941 -1.087 0.039
H 2.10090 -0.34020 -0.24831 -0.558 0.127 0.434 -0.028
H 1.89539 -0.77732 1.32145 -0.762 0.994 -0.854 -0.006
```
Forces are in eV/Å.

---

This record from the OMol25 dataset describes C30H44N2O3P2Pb as an isolated structure in a non-equilibrium geometry. The level of theory is ωB97M-V/def2-TZVPD.

Calculated values
- E_LUMO (spin up / spin down): -0.815 / -1.213 eV
- Multiplicity: 1
- DFT total energy: -2379.95449 hartree
- Energy relative to the best compared isomer or geometry (same formula, charge and spin): 7.846 eV
- HOMO level (spin up / spin down): -7.04 / -6.91 eV

XYZ file:
```
82
Properties=species:S:1:pos:R:3:forces:R:3:lowdin_charge:R:1
Pb -0.31576 -0.21540 -2.06489 3.615 -4.055 -0.259 1.035
P -1.61774 2.05773 -2.06819 -0.941 1.626 0.974 0.626
P 0.11605 -3.32273 -1.05809 0.619 -1.127 0.587 0.805
N -1.83881 -1.32872 -1.45198 -3.333 -1.724 1.505 -0.248
H -0.08776 1.48466 -2.13336 0.873 3.139 -0.345 -0.196
C -1.78571 3.05140 -3.57415 0.138 -0.175 -0.337 -0.231
H -2.15776 4.04688 -3.29288 0.099 -0.275 -0.153 0.057
H -2.48897 2.56080 -4.25914 0.153 0.208 0.143 0.053
H -0.80951 3.14295 -4.07231 -0.307 0.072 0.145 0.054
C -0.91078 3.18976 -0.82774 -0.437 0.435 0.084 -0.239
H -1.47486 4.14338 -0.86685 0.319 -0.375 0.185 0.063
H 0.15260 3.36268 -1.05347 -0.434 -0.002 0.124 0.042
H -0.99230 2.73550 0.17364 0.074 0.046 -0.257 0.046
C -3.30874 1.74699 -1.47920 -0.492 0.277 0.044 -0.239
H -3.82723 2.71111 -1.38362 -0.085 -0.217 0.082 0.056
H -3.26078 1.23648 -0.50923 0.062 0.160 -0.186 0.055
H -3.83165 1.09788 -2.19018 0.057 0.133 0.126 0.044
C 0.64945 -4.54916 -2.32597 0.123 0.276 -0.506 -0.301
H 1.01992 -5.49583 -1.90369 -0.156 0.307 -0.014 0.044
H 1.44426 -4.06501 -2.92148 -0.485 -0.558 0.255 0.002
H -0.20362 -4.75505 -2.98564 0.184 -0.021 0.071 0.035
C 1.49648 -3.54839 0.15973 0.280 0.278 0.032 -0.270
H 1.86951 -4.58793 0.19972 -0.290 0.351 -0.046 0.046
H 1.17230 -3.23846 1.16333 0.047 -0.036 -0.242 0.024
H 2.33235 -2.89093 -0.13061 -0.273 -0.246 0.111 0.018
C -1.20455 -4.31239 -0.21785 -0.336 0.353 -0.033 -0.292
H -0.88555 -5.29137 0.18589 0.065 0.502 -0.243 0.049
H -2.01976 -4.47019 -0.94343 0.205 0.014 0.283 0.034
H -1.60704 -3.68472 0.59467 0.079 -0.335 -0.183 0.028
C -3.13051 -1.68243 -1.46100 -2.001 0.153 -0.909 -0.427
C -5.15493 -2.09594 -2.87605 -0.794 -0.071 -0.281 -0.115
C -3.80883 -1.86596 -2.74077 0.754 0.027 0.457 -0.053
C -4.05839 -1.84251 -0.33661 1.129 0.455 -0.479 -0.027
C -5.41935 -2.07725 -0.48577 0.469 -0.007 -0.260 -0.093
C -5.98314 -2.20254 -1.76376 0.109 -0.040 0.775 -0.097
H -5.63540 -2.18900 -3.85869 0.497 0.043 0.283 0.106
H -3.21380 -1.77892 -3.63649 0.252 0.036 -0.102 0.093
H -3.63508 -1.72362 0.64746 0.042 0.019 0.266 0.099
H -6.04531 -2.14209 0.40498 0.174 -0.043 -0.239 0.103
H -7.04683 -2.40000 -1.85282 0.135 0.080 -0.140 0.099
C 3.53790 -1.49110 -2.91900 -7.080 4.394 3.149 -0.189
O 2.78350 -2.46632 -2.86043 3.894 2.499 -0.974 -0.030
C 3.23862 -0.12099 -3.97822 3.168 -0.922 -0.951 -0.078
H 3.95362 0.76732 -3.70033 -0.923 -2.169 -0.355 0.069
H 2.25250 0.44294 -4.06995 0.704 -1.939 0.421 0.043
H 3.63990 -0.62565 -4.91721 -0.997 1.435 0.406 0.053
C 3.68602 -0.44250 -1.26200 1.944 -0.681 0.809 -0.059
H 4.65961 -1.03252 -0.90781 -2.353 1.573 0.279 0.056
H 2.74271 -0.30257 -0.50767 1.870 -1.577 -1.889 0.060
H 3.95296 0.69826 -1.35837 -0.073 -2.328 -0.858 0.032
C -0.23074 4.56309 3.27479 0.354 -0.102 -0.129 -0.046
C 0.86606 3.93108 2.43832 0.446 0.811 -0.793 -0.236
C 1.36056 4.60840 1.30212 -0.717 -0.305 0.549 -0.078
C 2.34017 4.02861 0.49957 0.315 1.917 -1.009 -0.133
C 2.87008 2.81842 0.81971 0.309 -1.801 0.052 -0.045
C 2.35798 2.09622 1.92235 -0.040 0.744 0.056 -0.193
N 2.88180 0.81747 2.12961 1.222 -0.329 0.053 0.093
C 2.27518 -0.31609 2.64743 -1.163 0.202 0.960 -0.222
C 2.99545 -1.25172 3.39861 -0.023 0.510 -0.717 -0.031
C 2.30508 -2.25803 4.05572 0.010 -0.112 0.719 -0.098
C 0.90100 -2.31398 4.05395 0.311 -0.640 -0.353 -0.095
C 0.18116 -1.46057 3.22025 0.216 0.191 1.018 -0.035
C 0.87142 -0.45291 2.57679 0.260 -0.080 -0.171 -0.147
C 0.09255 0.31489 1.58586 -1.997 1.201 -2.239 -0.576
O -0.99087 0.94443 1.84995 2.584 -1.523 -0.655 -0.033
O 0.62485 0.12829 0.39930 -1.329 0.698 0.345 -0.201
C 1.42656 2.70824 2.80455 0.483 -0.635 -0.402 -0.166
C 1.03426 2.11629 4.12918 -0.372 -0.044 0.269 -0.025
H -1.06938 3.84741 3.38214 0.350 0.448 0.056 0.094
H 0.17206 4.81684 4.27668 -0.453 -0.030 -0.459 0.083
H -0.57231 5.48131 2.77107 -0.010 -0.328 0.341 0.074
H 0.93403 5.58954 1.07470 0.193 -0.327 -0.116 0.104
H 2.71610 4.58467 -0.40734 -0.405 -0.625 1.112 0.120
H 3.65717 2.32920 0.19261 -0.836 0.516 0.557 0.106
H 3.87619 0.71862 1.94564 -0.408 0.085 -0.007 0.144
H 4.08385 -1.11100 3.43729 -0.430 -0.367 0.238 0.114
H 2.89843 -2.93859 4.67877 -0.439 0.122 -0.260 0.102
H 0.38184 -3.07348 4.63463 0.177 0.083 -0.097 0.096
H -0.91831 -1.47205 3.14501 0.675 -0.119 0.032 0.130
H 0.08838 1.54742 4.04015 0.454 0.139 0.072 0.092
H 1.80939 1.47493 4.56934 -0.229 0.120 -0.255 0.093
H 0.84018 2.94453 4.82869 0.146 -0.383 -0.123 0.073
```
Forces are in eV/Å.

---

This record from the OMol25 dataset describes a 2-piece molecular cluster, CH5NO2Si overall in a non-equilibrium geometry. The level of theory is ωB97M-V/def2-TZVPD.

Calculated values
- E_LUMO (spin up / spin down): -0.448 / -0.448 eV
- Multiplicity: 1
- DFT total energy: -535.59671 hartree
- Energy relative to the best compared isomer or geometry (same formula, charge and spin): 4.618 eV
- HOMO level (spin up / spin down): -9.15 / -9.15 eV
- SMILES: O=[NH+][O-].C=[SiH2]

XYZ file:
```
10
Properties=species:S:1:pos:R:3:forces:R:3:lowdin_charge:R:1
O 1.40469 0.43666 -0.99235 2.211 -1.193 0.395 -0.010
N 1.79392 -0.34275 -0.09736 0.787 0.335 -2.640 -0.270
O 2.80192 -1.05572 -0.01626 -2.079 1.860 -0.165 0.057
H 0.99782 -0.36635 0.50750 -0.285 -0.879 2.273 0.061
C -1.27890 1.04561 0.65982 -0.047 -0.004 -1.207 -0.299
Si -1.37770 -0.39814 -0.20775 0.292 -1.065 -2.381 0.686
H -0.88590 1.06092 1.63116 0.370 -0.064 1.331 -0.047
H -1.41557 2.01198 0.21001 -0.604 0.192 -0.007 -0.022
H -0.45439 -1.50739 -0.00496 -0.102 -0.515 1.283 -0.096
H -1.58590 -0.88483 -1.68981 -0.542 1.333 1.119 -0.060
```
Forces are in eV/Å.

---

This record from the OMol25 dataset describes a 2-piece molecular cluster, C9H14O overall in a non-equilibrium geometry. The level of theory is ωB97M-V/def2-TZVPD.

Calculated values
- E_LUMO: 0.890 eV
- Multiplicity: 1
- DFT total energy: -426.52580 hartree
- Energy relative to the best compared isomer or geometry (same formula, charge and spin): 1.279 eV
- HOMO level: -8.29 eV
- SMILES: Cc1ccc(O)cc1.CC

XYZ file:
```
24
Properties=species:S:1:pos:R:3:forces:R:3:lowdin_charge:R:1
C 0.15794 -1.31318 -1.81872 2.220 -0.125 1.425 -0.064
C -0.79656 -0.51006 -1.02015 -0.367 -0.393 0.983 -0.301
C -1.36651 0.57980 -1.63156 -1.469 1.231 -0.217 -0.055
C -2.48485 1.24422 -1.08791 0.716 -1.069 0.142 -0.018
C -2.98955 0.74187 0.10098 -0.367 1.025 -0.520 -0.327
O -4.19465 1.23995 0.52918 0.215 -0.583 1.461 0.038
C -2.26986 -0.18237 0.85689 -0.667 0.122 0.630 -0.024
C -1.16429 -0.79948 0.32299 -0.190 0.267 -1.353 -0.037
H -0.13848 -1.47866 -2.83244 -0.075 0.318 -0.662 0.070
H 0.39517 -2.30271 -1.40787 -0.398 0.161 0.178 0.082
H 1.12857 -0.76909 -1.70511 -0.402 -0.468 -0.876 0.082
H -1.04873 0.95429 -2.59884 0.271 -0.419 -0.073 0.114
H -3.01782 2.05156 -1.59675 0.352 -0.250 0.049 0.117
H -4.71852 1.55334 -0.19894 -0.062 0.198 -0.534 0.089
H -2.61088 -0.47335 1.85503 -0.037 0.229 -0.386 0.122
H -0.68099 -1.54379 0.93518 0.276 -0.246 -0.248 0.108
C 2.54078 -0.14770 1.21467 -1.632 1.763 1.338 -0.184
C 3.90531 0.38836 1.57992 1.151 -1.248 0.470 -0.182
H 1.69977 0.55505 1.41590 0.692 0.227 -0.027 0.070
H 2.50402 -0.22194 0.13898 -0.072 -0.928 -0.231 0.047
H 2.17688 -0.95762 1.83557 0.472 -0.928 -0.556 0.063
H 4.35696 0.38903 2.56826 -1.401 0.108 1.127 0.053
H 4.01711 1.42535 1.28318 0.602 -0.225 -0.913 0.064
H 4.59920 -0.42290 1.26156 0.170 1.232 -1.205 0.075
```
Forces are in eV/Å.

---

This record from the OMol25 dataset describes C5H6N3O3PtS as an isolated structure in a non-equilibrium geometry. The level of theory is ωB97M-V/def2-TZVPD.

Calculated values
- E_LUMO: 2.455 eV
- Multiplicity: 1
- DFT total energy: -1101.78639 hartree
- HOMO level: -4.72 eV
- Net charge: -1

XYZ file:
```
19
Properties=species:S:1:pos:R:3:forces:R:3:lowdin_charge:R:1
Pt 0.29370 0.71704 -0.39156 0.832 0.720 -0.150 1.119
N 1.26410 -1.01789 -0.85257 -0.229 -0.369 0.181 -0.135
C 0.29053 -2.11369 -0.56561 0.005 -0.071 -0.037 -0.149
C -0.72775 -1.74284 0.53992 -0.090 0.008 -0.122 -0.581
O -1.28845 -2.63212 1.17960 -0.005 -0.012 -0.003 -0.007
N -0.93020 -0.43364 0.57816 -0.050 -0.048 0.137 -0.184
C -1.85713 0.28306 1.42379 -0.084 -0.011 -0.064 -0.132
C -1.51067 1.78589 1.43277 0.278 -0.007 0.118 -0.642
O -2.02899 2.50503 2.26272 -0.168 0.092 -0.050 0.027
O -0.65494 2.21397 0.53129 -0.522 -0.179 0.074 -0.234
H 1.69735 -1.11306 -1.76444 -0.107 0.071 -0.061 0.097
H 2.00999 -1.02696 -0.16228 0.064 -0.087 -0.087 0.094
H 0.78748 -3.05086 -0.31809 0.008 0.008 0.053 0.111
H -0.29911 -2.25619 -1.47156 0.036 -0.077 -0.008 0.116
H -1.87884 -0.09113 2.44761 0.069 0.018 0.001 0.123
H -2.87677 0.21170 1.03023 -0.029 -0.065 0.047 0.126
S 3.62469 3.38236 -2.62818 0.005 -0.040 -0.021 0.389
C 2.45788 2.50307 -1.89679 0.008 0.032 -0.001 -0.981
N 1.62713 1.87624 -1.37502 -0.021 0.020 -0.008 -0.158
```
Forces are in eV/Å.

---

Q: Among the records above, which one has the lowest DFT total energy?
A: C18H25Br4F2NO6

---

Q: What is the multiplicity in the first record?
A: 1